[1]
A molecular structure, C44H61LaN6PS3. Source: the Open Molecules 2025 dataset; level of theory: ωB97M-V/def2-TZVPD.

The HOMO energy is -9.9 eV. As for the LUMO energy: -2.992 eV. The value obtained for the energy above the lowest of the compared OMol25 structures with the same formula, charge and spin is 0.000 eV. The value obtained for the HOMO-LUMO gap is 6.878 eV. The total charge is +1.

```
116
Properties=species:S:1:pos:R:3:forces:R:3:lowdin_charge:R:1
La 0.143 -0.043 1.012 0.423 -0.097 0.539 1.644
C 5.873 -0.353 -0.129 -0.021 -0.016 0.013 -0.429
S 5.403 -0.567 1.596 0.064 -0.011 -0.056 0.870
C 3.744 -0.002 1.658 0.116 0.008 -0.053 -1.129
S 2.945 0.546 0.231 -0.317 0.127 0.084 0.512
N 3.309 -0.034 2.881 -0.234 0.020 -0.147 -0.134
N 1.975 0.290 3.041 0.233 -0.002 -0.379 -0.145
C 1.695 0.487 4.264 -0.358 0.056 0.421 -0.104
C 0.340 0.810 4.729 0.254 0.020 -0.073 -0.277
C 0.147 1.042 6.083 0.011 0.045 0.192 -0.011
C -1.113 1.398 6.536 0.070 -0.019 0.117 -0.042
C -2.135 1.512 5.613 -0.040 0.014 -0.045 -0.036
C -1.856 1.251 4.278 0.082 -0.049 0.039 -0.126
N -0.650 0.898 3.830 -0.037 -0.158 -0.203 0.076
H 6.917 -0.663 -0.177 -0.036 0.005 -0.004 0.036
H 5.789 0.688 -0.430 0.011 0.002 -0.011 0.025
H 5.273 -0.981 -0.784 0.017 0.018 0.006 0.015
H 2.497 0.422 4.996 -0.049 -0.011 0.062 0.132
H 0.986 0.954 6.763 -0.055 0.016 -0.028 0.120
H -1.289 1.589 7.588 0.020 -0.006 -0.061 0.118
H -3.135 1.799 5.906 0.025 -0.010 -0.014 0.114
H -2.638 1.332 3.538 0.010 0.029 0.049 0.086
C 0.633 3.996 2.519 -0.081 0.022 0.050 -0.059
C 1.058 4.460 1.128 -0.018 0.013 -0.041 -0.375
C 0.615 5.903 0.870 -0.040 0.021 0.013 -0.051
C 0.555 3.545 0.030 -0.066 0.026 -0.019 -0.204
C 1.398 3.177 -1.012 0.034 0.001 0.049 -0.034
C 0.968 2.375 -2.056 -0.114 -0.071 -0.011 -0.142
C 1.857 2.292 -3.296 -0.064 0.045 0.011 -0.354
C 3.366 2.269 -3.032 -0.004 0.035 0.067 -0.079
C 1.565 3.519 -4.178 0.022 0.010 -0.015 -0.039
C -0.346 1.819 -2.014 -0.047 0.078 -0.190 -0.095
C -1.263 2.283 -1.036 0.092 -0.242 -0.219 -0.140
C -0.773 3.145 -0.043 0.127 0.008 0.033 -0.033
C -2.781 2.008 -0.968 0.157 0.039 -0.024 -0.234
C -3.146 0.927 0.065 -0.007 -0.086 0.134 -0.461
C -3.542 1.863 -2.283 -0.008 0.057 -0.004 -0.056
C -0.736 0.960 -3.199 0.045 0.054 0.123 -0.193
C -1.299 1.638 -4.286 0.194 0.023 -0.030 -0.071
C -1.541 1.022 -5.498 -0.016 0.002 0.001 -0.044
C -1.211 -0.317 -5.656 -0.033 0.017 -0.002 -0.052
C -0.688 -1.013 -4.583 0.018 0.023 0.064 -0.099
C -0.453 -0.413 -3.337 -0.097 0.018 -0.008 -0.282
P 0.151 -1.477 -1.952 0.185 -0.061 -0.168 1.120
C -1.212 -2.766 -1.764 -0.028 0.003 0.083 -0.680
C -2.310 -1.996 -1.031 -0.008 0.003 -0.108 -0.142
C -1.862 -3.371 -3.012 -0.055 -0.057 0.081 -0.079
C -0.705 -3.889 -0.852 -0.072 -0.053 0.046 -0.094
C 1.743 -2.301 -2.578 0.030 0.012 -0.031 -0.667
C 2.583 -1.211 -3.252 0.019 0.002 -0.032 -0.092
C 1.597 -3.476 -3.552 0.040 0.081 -0.088 -0.077
C 2.527 -2.808 -1.359 0.017 -0.060 -0.008 -0.135
H 1.121 4.600 3.287 -0.029 -0.012 -0.024 0.089
H 0.908 2.953 2.691 0.044 -0.029 0.000 0.050
H -0.447 4.091 2.663 0.040 -0.012 -0.015 0.080
H 2.149 4.427 1.090 0.045 -0.019 -0.041 0.137
H -0.472 5.989 0.953 0.048 0.010 -0.019 0.084
H 0.903 6.233 -0.130 -0.002 -0.018 0.047 0.084
H 1.065 6.583 1.597 -0.036 -0.046 -0.025 0.083
H 2.418 3.547 -1.011 -0.088 -0.015 -0.009 0.122
H 1.592 1.401 -3.861 -0.012 -0.069 -0.019 0.109
H 3.728 3.256 -2.729 -0.025 -0.071 -0.013 0.082
H 3.884 2.011 -3.958 -0.018 0.018 0.034 0.090
H 3.662 1.556 -2.265 -0.032 -0.036 0.042 0.022
H 1.763 4.436 -3.616 -0.006 -0.063 -0.043 0.090
H 0.536 3.555 -4.531 -0.029 -0.024 0.032 0.064
H 2.220 3.511 -5.053 -0.040 -0.001 0.034 0.088
H -1.479 3.540 0.680 0.048 -0.014 -0.020 0.120
H -3.177 2.922 -0.513 0.018 0.065 0.036 0.147
H -2.773 0.238 1.985 0.072 -0.037 -0.032 -0.007
H -4.644 0.294 -0.929 -0.035 -0.030 -0.007 0.033
H -2.047 1.821 1.641 0.104 -0.076 -0.015 0.022
H -3.339 0.925 -2.801 -0.027 0.035 0.049 0.076
H -3.307 2.685 -2.960 -0.039 -0.080 0.089 0.081
H -4.613 1.917 -2.086 -0.002 0.018 0.007 0.085
H -1.538 2.687 -4.165 0.073 -0.016 -0.042 0.116
H -1.975 1.584 -6.317 0.036 -0.025 0.049 0.115
H -1.377 -0.820 -6.601 0.020 0.029 0.046 0.113
H -0.470 -2.060 -4.715 0.060 0.000 -0.004 0.079
H -2.639 -1.124 -1.599 0.030 -0.081 0.009 0.067
H -1.998 -1.648 -0.040 -0.017 -0.037 -0.014 0.012
H -3.189 -2.632 -0.879 0.051 0.035 -0.014 0.100
H -2.386 -2.618 -3.600 -0.002 0.008 0.010 0.078
H -2.613 -4.094 -2.675 0.051 0.026 -0.018 0.094
H -1.172 -3.902 -3.662 0.097 -0.021 -0.009 0.070
H -0.188 -3.505 0.032 -0.023 -0.001 -0.042 0.019
H -0.031 -4.575 -1.364 -0.013 0.032 0.007 0.073
H -1.568 -4.472 -0.507 0.066 0.030 -0.026 0.095
H 2.118 -0.846 -4.169 0.018 -0.006 0.035 0.078
H 3.561 -1.632 -3.514 -0.076 0.024 0.024 0.100
H 2.758 -0.369 -2.581 -0.027 -0.008 0.017 0.038
H 1.271 -3.169 -4.546 -0.063 0.020 0.035 0.075
H 0.938 -4.259 -3.188 -0.063 -0.042 0.037 0.059
H 2.587 -3.927 -3.674 -0.044 0.036 -0.030 0.093
H 2.694 -2.018 -0.630 0.000 0.048 0.029 -0.005
H 3.508 -3.154 -1.702 -0.068 -0.001 0.020 0.093
H 2.038 -3.646 -0.864 -0.032 -0.010 0.008 0.056
N -4.160 0.150 -0.046 0.153 0.124 0.004 0.120
C -2.263 0.831 1.229 -0.422 0.012 -0.293 -0.326
C -0.796 -4.731 6.044 0.028 0.028 -0.034 0.008
C -0.974 -3.954 4.781 0.186 -0.076 0.133 -0.249
C -2.168 -3.531 4.286 -0.149 0.000 -0.012 0.036
C -2.180 -2.755 3.110 0.111 0.146 -0.153 -0.260
N -1.055 -2.439 2.466 -0.156 0.223 0.101 0.051
C 0.132 -2.922 2.914 -0.030 0.062 -0.166 -0.816
S 1.560 -2.688 2.073 -0.248 0.174 -0.035 0.683
N 0.142 -3.634 4.085 -0.108 -0.041 -0.011 0.116
C -3.480 -2.271 2.552 0.096 -0.081 -0.003 0.003
H -1.747 -5.129 6.386 0.009 0.014 -0.007 0.093
H -0.392 -4.081 6.824 -0.009 -0.020 -0.032 0.103
H -0.097 -5.557 5.901 -0.030 0.022 -0.010 0.098
H -3.089 -3.775 4.795 0.026 0.002 -0.034 0.129
H 1.049 -3.949 4.398 0.055 -0.043 0.040 0.150
H -4.317 -2.836 2.960 0.041 0.000 -0.002 0.094
H -3.479 -2.336 1.466 -0.025 0.048 0.027 0.068
H -3.631 -1.217 2.787 -0.009 -0.076 0.068 0.077
```
Forces are in eV/Å.

[2]
A molecular structure, C44H62BF2KN8O. Source: the Open Molecules 2025 dataset; level of theory: ωB97M-V/def2-TZVPD.

The HOMO energy is 0.0 eV. As for the LUMO energy: 4.180 eV. The value obtained for the energy above the lowest of the compared OMol25 structures with the same formula, charge and spin is 0.212 eV. The value obtained for the HOMO-LUMO gap is 4.191 eV. The total charge is -2.

```
119
Properties=species:S:1:pos:R:3:forces:R:3:lowdin_charge:R:1
K 0.633 -0.605 0.205 -0.007 -2.260 1.528 0.799
C -0.365 1.307 -5.919 -0.017 -0.115 -0.040 -0.102
C 0.082 -0.143 -5.693 0.017 0.110 0.133 -0.215
C 0.721 -0.336 -4.349 -0.211 0.001 0.093 -0.162
C 2.074 -0.230 -4.029 0.147 -0.169 0.080 -0.155
C 3.219 0.087 -4.944 -0.085 0.153 0.101 -0.198
C 3.606 1.572 -4.887 -0.007 -0.120 -0.047 -0.092
C 2.151 -0.417 -2.623 -0.140 0.672 -0.770 -0.233
N 0.929 -0.622 -2.102 0.330 0.108 -1.287 0.017
C 0.037 -0.557 -3.116 0.349 -0.069 -0.307 -0.249
C -1.381 -0.681 -2.931 -0.368 0.027 0.251 0.049
C -2.110 -0.562 -1.772 0.071 -0.060 -0.525 -0.276
C -3.567 -0.692 -1.668 -0.182 0.043 0.251 -0.162
C -4.518 -0.968 -2.793 0.004 0.153 -0.015 -0.207
C -5.054 0.333 -3.407 0.052 -0.097 0.005 -0.100
C -3.883 -0.431 -0.372 -0.164 -0.133 -0.291 -0.155
C -2.617 -0.107 0.314 0.295 0.217 -0.288 -0.279
C -2.539 0.442 1.610 -0.258 -0.130 0.233 -0.005
C -1.456 1.198 2.130 0.234 0.247 -0.271 -0.266
N -0.187 1.148 1.692 -0.599 0.608 0.317 -0.013
C 0.487 2.234 2.217 0.366 0.261 0.095 -0.255
C 1.774 2.607 1.875 -0.336 0.007 0.053 0.061
C 2.662 2.058 0.916 0.457 -0.013 -0.108 -0.250
N 2.416 0.923 0.188 0.754 0.897 -0.135 0.024
C 3.396 0.787 -0.695 0.214 0.243 0.154 -0.216
C 3.431 -0.288 -1.747 -0.498 -0.208 0.075 -0.036
C 4.360 1.829 -0.550 0.023 -0.067 -0.032 -0.166
C 3.899 2.630 0.494 -0.091 0.032 0.012 -0.173
C 4.517 3.916 0.958 -0.142 -0.013 -0.113 -0.218
C 4.099 5.098 0.073 0.063 -0.021 0.110 -0.107
C 5.670 1.953 -1.270 -0.024 -0.140 0.139 -0.216
C 6.746 1.042 -0.659 -0.011 0.116 -0.091 -0.102
C -0.400 2.955 3.109 -0.230 -0.083 0.083 -0.150
C -1.604 2.305 3.071 0.121 0.185 0.160 -0.157
C -2.849 2.640 3.833 0.061 -0.140 0.048 -0.210
C -3.072 1.661 4.994 -0.050 0.067 -0.070 -0.106
C -0.101 4.243 3.815 -0.015 0.051 -0.133 -0.208
C -0.566 5.453 2.992 0.074 -0.059 0.056 -0.100
N -1.599 -0.242 -0.540 -0.962 0.359 0.038 0.015
C -5.239 -0.468 0.261 0.085 -0.113 0.047 -0.205
C -5.419 -1.711 1.143 -0.032 0.068 0.011 -0.103
H -0.918 1.426 -6.858 0.011 0.006 0.003 0.055
H 0.500 1.971 -5.943 -0.002 0.032 0.022 0.054
H -1.004 1.623 -5.093 -0.011 0.039 -0.018 0.070
H 0.780 -0.438 -6.483 -0.034 -0.022 -0.036 0.090
H -0.793 -0.796 -5.781 0.015 -0.035 -0.044 0.091
H 2.960 -0.178 -5.974 0.027 -0.035 -0.008 0.092
H 4.090 -0.519 -4.672 0.013 -0.023 -0.046 0.101
H 2.762 2.189 -5.201 -0.001 0.029 0.006 0.057
H 4.460 1.798 -5.535 0.012 0.011 0.031 0.059
H 3.850 1.856 -3.863 0.010 0.043 -0.010 0.058
H -1.957 -0.826 -3.843 -0.018 -0.051 0.023 0.090
H -5.357 -1.575 -2.441 0.020 -0.034 -0.012 0.099
H -4.012 -1.545 -3.570 -0.009 -0.049 0.013 0.096
H -5.659 0.876 -2.678 0.014 0.025 -0.001 0.064
H -5.665 0.141 -4.294 -0.005 0.011 0.011 0.058
H -4.217 0.974 -3.689 -0.029 0.022 -0.026 0.072
H -3.484 0.541 2.138 0.015 0.031 -0.016 0.071
H 2.138 3.508 2.365 -0.005 -0.013 0.029 0.093
H 4.256 -0.094 -2.431 0.049 -0.169 -0.035 0.118
H 5.609 3.832 0.953 0.010 0.014 0.048 0.094
H 4.222 4.125 1.991 0.045 -0.016 0.024 0.091
H 4.448 4.945 -0.950 -0.023 0.009 -0.013 0.063
H 4.502 6.048 0.442 -0.006 0.000 -0.028 0.054
H 3.010 5.165 0.043 -0.004 0.028 -0.014 0.070
H 6.024 2.988 -1.238 -0.026 0.025 -0.041 0.091
H 5.557 1.692 -2.327 0.011 0.065 -0.030 0.084
H 6.869 1.266 0.402 0.002 -0.002 0.006 0.068
H 7.713 1.170 -1.159 0.003 -0.062 0.012 0.055
H 6.441 -0.002 -0.742 0.030 -0.014 0.010 0.068
H -3.713 2.606 3.162 -0.014 0.027 0.001 0.101
H -2.791 3.659 4.228 0.003 0.019 -0.027 0.091
H -3.146 0.641 4.612 0.007 -0.012 0.028 0.063
H -3.985 1.890 5.554 0.006 -0.010 -0.008 0.056
H -2.223 1.699 5.680 -0.009 -0.021 0.020 0.068
H 0.973 4.327 3.992 -0.001 -0.014 0.056 0.094
H -0.590 4.265 4.794 0.032 -0.029 0.020 0.098
H -0.139 5.396 1.989 -0.017 0.039 -0.008 0.074
H -0.260 6.398 3.450 -0.018 -0.005 0.001 0.058
H -1.653 5.450 2.894 0.000 0.008 -0.039 0.063
H -6.015 -0.460 -0.511 0.008 0.029 -0.014 0.092
H -5.386 0.428 0.872 -0.037 0.019 -0.018 0.102
H -5.213 -2.615 0.566 -0.011 -0.011 0.005 0.068
H -6.435 -1.780 1.544 0.019 0.006 0.016 0.059
H -4.719 -1.680 1.980 0.012 -0.025 -0.013 0.061
C 0.969 -0.964 5.481 -0.032 0.001 -0.189 -0.092
C 0.178 -0.960 4.179 0.046 -0.016 0.120 -0.328
O 1.051 -0.831 3.082 0.075 -0.041 -0.024 -0.125
H 0.304 -1.101 6.339 0.014 0.005 0.019 0.061
H 1.507 -0.021 5.585 0.000 -0.008 0.043 0.069
H 1.699 -1.776 5.466 0.010 0.007 0.044 0.065
H -0.546 -0.138 4.190 -0.028 -0.014 -0.029 0.099
H -0.389 -1.899 4.096 -0.029 0.033 0.003 0.100
H 0.714 -0.088 2.513 -0.001 -0.150 0.349 0.009
C -1.915 -3.546 -0.451 -0.102 -0.118 0.009 -0.155
N -2.516 -4.760 0.148 -0.027 0.030 -0.045 -0.083
C -1.624 -5.885 -0.130 -0.012 -0.001 0.002 -0.202
N -0.272 -5.685 0.393 0.073 0.010 -0.046 -0.090
C 0.266 -4.443 -0.212 -0.054 -0.210 0.098 -0.162
N -0.581 -3.298 0.073 0.101 0.049 -0.144 -0.094
C -0.670 -3.115 1.513 -0.109 -0.209 0.149 -0.186
N -1.230 -4.317 2.174 0.010 0.069 0.040 -0.078
C -2.554 -4.561 1.600 0.008 -0.018 0.010 -0.184
C -0.375 -5.454 1.838 -0.036 -0.007 -0.010 -0.192
H -2.555 -2.693 -0.229 0.021 0.023 -0.002 0.104
H -1.866 -3.672 -1.535 0.029 0.012 0.014 0.132
H -1.561 -6.022 -1.213 -0.005 -0.003 0.007 0.117
H -2.047 -6.794 0.313 0.017 0.022 0.014 0.112
H 0.340 -4.581 -1.293 0.006 0.032 0.010 0.133
H 1.265 -4.271 0.187 0.000 0.047 -0.034 0.118
H -1.323 -2.263 1.727 0.052 0.023 0.005 0.120
H 0.322 -2.915 1.922 -0.027 0.036 0.022 0.115
H -3.194 -3.704 1.819 0.002 -0.009 -0.007 0.110
H -2.981 -5.456 2.068 -0.006 0.021 -0.009 0.115
H -0.784 -6.354 2.310 0.019 0.011 -0.006 0.113
H 0.627 -5.269 2.234 -0.008 -0.014 0.004 0.123
F 3.764 -2.740 -2.350 0.057 0.245 -0.024 0.171
B 3.218 -1.797 -1.530 0.375 -0.557 0.170 -0.670
F 2.545 -2.373 -0.507 0.178 0.197 0.012 0.164
```
Forces are in eV/Å.